Entry 1:
98
Properties=species:S:1:pos:R:3:mulliken_charge:R:1 method="wB97M-V/def2-TZVPD" e_above_lowest_kcal_mol=0.0 homo_energy_ha="-0.268 / -0.269" spin_multiplicity=6 energy_ev=-165368.30914 orbital_gap_ev="7.713 / 7.727"
Dy -1.124 -0.467 0.521 0.32
C 1.736 -6.646 -1.221 -0.80
O 0.364 -6.802 -1.573 -0.45
C -0.467 -5.792 -1.265 1.21
C -1.824 -6.013 -1.591 -1.08
C -2.730 -5.039 -1.308 -0.96
C -2.364 -3.806 -0.710 0.20
C -3.346 -2.796 -0.396 0.98
C -4.814 -3.024 -0.642 -1.66
O -3.060 -1.691 0.079 -0.17
C -0.989 -3.591 -0.403 0.04
O -0.552 -2.493 0.130 0.20
C -0.059 -4.616 -0.680 -0.61
H 2.228 -7.570 -1.501 0.24
H 1.853 -6.481 -0.150 0.33
H 2.188 -5.815 -1.763 0.33
H -2.113 -6.954 -2.045 0.44
H -3.766 -5.222 -1.563 0.27
H -5.105 -4.068 -0.704 0.45
H -5.086 -2.525 -1.576 0.30
H -5.364 -2.543 0.166 0.30
H 0.971 -4.417 -0.413 0.44
C 6.754 1.721 0.460 -1.61
C 6.309 0.258 0.608 1.86
C 7.067 -0.605 -0.411 -1.60
C 6.684 -0.215 2.014 -2.11
C 4.802 0.155 0.358 -0.17
C 3.913 -0.369 1.287 0.00
C 2.567 -0.374 0.992 0.17
Br 1.342 -1.091 2.275 -0.20
C 1.993 0.135 -0.183 0.72
O 0.681 0.163 -0.306 -0.17
C 2.900 0.611 -1.158 -0.69
C 4.258 0.610 -0.840 -0.42
C 2.508 1.155 -2.553 2.57
C 1.007 1.113 -2.871 -2.14
C 3.224 0.320 -3.631 -1.79
C 2.955 2.624 -2.664 -1.83
H 7.822 1.817 0.685 0.46
H 6.197 2.365 1.147 0.34
H 6.591 2.092 -0.556 0.32
H 8.148 -0.540 -0.242 0.45
H 6.865 -0.279 -1.436 0.30
H 6.767 -1.655 -0.328 0.35
H 7.759 -0.083 2.169 0.43
H 6.453 -1.276 2.160 0.36
H 6.160 0.363 2.783 0.40
H 4.247 -0.779 2.233 0.54
H 4.947 0.995 -1.589 0.12
H 0.606 0.101 -2.821 0.36
H 0.870 1.490 -3.892 0.66
H 0.429 1.732 -2.186 0.19
H 2.918 -0.729 -3.566 0.37
H 4.312 0.361 -3.532 0.32
H 2.963 0.694 -4.628 0.45
H 2.483 3.226 -1.882 0.34
H 2.665 3.033 -3.639 0.46
H 4.040 2.732 -2.564 0.33
N -2.164 0.320 -1.629 -0.37
C -2.545 1.291 -2.117 0.32
N -2.987 2.405 -2.674 0.13
C -2.706 2.739 -4.076 -0.54
C -3.923 3.441 -4.633 -0.72
O -4.258 4.576 -3.845 -0.38
C -4.570 4.214 -2.502 -0.77
C -3.396 3.543 -1.832 -0.02
H -2.488 1.831 -4.633 0.46
H -1.842 3.405 -4.125 0.32
H -4.765 2.742 -4.659 0.34
H -3.723 3.796 -5.641 0.36
H -5.434 3.542 -2.490 0.37
H -4.826 5.131 -1.976 0.36
H -3.657 3.185 -0.837 0.10
H -2.565 4.243 -1.741 0.25
C -0.704 0.017 6.575 -1.25
C -0.786 0.612 5.178 -0.06
N -2.170 0.812 4.743 0.00
C -2.862 0.006 3.941 0.51
S -2.229 -1.396 3.187 -0.43
N -4.137 0.338 3.700 -0.05
C -4.834 1.536 4.153 -0.86
C -4.642 2.735 3.234 -0.71
H 0.343 -0.150 6.851 0.39
H -1.225 -0.945 6.603 0.28
H -1.153 0.680 7.322 0.35
H -0.313 -0.043 4.461 -0.22
H -0.285 1.576 5.126 0.41
H -2.630 1.640 5.083 0.16
H -4.558 -0.216 2.976 0.19
H -4.511 1.771 5.169 0.31
H -5.889 1.278 4.229 0.41
H -3.584 2.966 3.094 0.20
H -5.151 3.610 3.650 0.45
H -5.063 2.527 2.247 0.21
F -1.145 2.226 0.191 0.02
C -1.786 2.159 1.435 -1.01
F -0.833 1.264 2.097 -0.13
F -2.790 1.090 1.077 0.18

---

Entry 2:
22
Properties=species:S:1:pos:R:3:mulliken_charge:R:1 method="wB97M-V/def2-TZVPD" e_above_lowest_kcal_mol=11.2 homo_energy_ha=-0.232 spin_multiplicity=1 energy_ev=-84606.34027 orbital_gap_ev=9.530 charge=-1
Br -0.088 0.032 -0.158 -0.84
O 0.600 -3.383 -1.286 -0.63
H 0.595 -2.418 -1.368 0.31
H 1.502 -3.637 -1.508 0.30
O 3.160 0.211 -1.450 -0.65
H 2.950 1.084 -1.797 0.31
H 2.339 -0.066 -1.007 0.28
O -0.981 -2.509 1.814 -0.63
H -0.559 -2.148 2.597 0.29
H -0.641 -1.949 1.079 0.29
O -3.609 0.050 0.206 -0.64
H -3.539 -0.740 0.753 0.32
H -2.693 0.218 -0.069 0.34
O 0.649 1.859 -2.996 -0.63
H 0.089 1.193 -3.407 0.32
H 0.433 1.787 -2.053 0.27
O -1.386 3.455 0.685 -0.65
H -1.130 2.524 0.766 0.32
H -1.287 3.643 -0.253 0.31
O 1.518 0.496 3.165 -0.62
H 1.282 -0.211 3.774 0.30
H 0.798 0.510 2.513 0.32